[1]
39
Properties=species:S:1:pos:R:3 method="wB97M-V/def2-TZVPD" total_energy_ev=-27034.1150 e_above_lowest_kj_mol=755.7 homo_lumo_gap_ev=8.088 e_homo_ev=-8.5010
H 0.6315 0.7355 0.0913
H -0.7411 0.3145 0.5876
H -3.5939 0.6422 -1.6526
H -2.2837 0.2323 -1.1998
H 2.8106 4.1808 0.6259
H 2.0243 3.9312 -0.7663
H -4.8385 -2.0652 -0.4109
H -4.2246 -0.7415 -0.9436
H -4.9044 0.5097 2.4071
H -4.2344 -0.4532 1.4225
H -0.3256 -0.3085 2.7051
H -1.8226 -0.5620 2.5931
H 3.1748 1.1986 -2.8727
H 2.0990 0.3146 -2.4196
H -0.8540 1.8605 -1.3693
H -0.1803 0.5338 -1.5475
H 5.5748 2.1350 -0.1713
H 4.8304 1.5793 1.1198
H 1.1965 -4.2805 -0.6271
H 0.1147 -3.8287 0.2664
H -2.9961 -3.0548 -0.1753
H -2.1396 -3.9496 -1.0315
H 4.2661 0.8937 -0.5846
H 2.8493 0.2003 -0.5188
H 1.6760 -0.2908 3.1211
H 1.6389 -1.3843 2.1952
O -0.2498 1.1270 0.4066
O -2.8105 1.0220 -1.4050
O 1.9927 4.3229 0.1529
O -4.4703 -1.6697 -1.1611
O -4.1065 0.3326 1.8955
O -0.9538 -0.7609 2.2143
O 2.9347 0.2898 -2.7221
O -0.0212 1.4932 -1.5808
O 5.2061 2.3051 0.7116
O 1.0647 -3.6356 0.0257
O -3.1111 -3.8246 -0.8512
O 3.2640 1.0325 -0.7533
O 1.5127 -0.3773 2.2226

***

[2]
39
Properties=species:S:1:pos:R:3 method="wB97M-V/def2-TZVPD" total_energy_ev=-27036.9914 e_above_lowest_kj_mol=478.1 homo_lumo_gap_ev=9.221 e_homo_ev=-9.8755
H 0.5770 0.0137 0.8796
H 0.3048 -1.4619 0.6373
H -0.2359 -1.6230 -3.0633
H 0.4908 -0.6294 -3.9547
H -0.0754 3.1567 -2.3443
H 1.2330 2.7733 -1.6725
H 1.3382 1.8996 3.1002
H 1.6631 3.3820 3.0152
H -2.1649 2.0140 -1.9851
H -2.8262 3.2981 -2.4582
H 0.6195 -3.0172 -1.1838
H 0.9099 -3.2662 -2.6548
H -3.5888 -3.3251 -1.7678
H -3.2022 -2.7226 -0.4270
H -1.9850 -0.9646 0.7195
H -2.3597 0.4544 0.3241
H -2.0909 2.1449 3.2236
H -1.9351 3.6353 3.4777
H -2.6707 -2.7816 1.9481
H -2.3601 -2.9874 3.4216
H 3.2368 1.9093 -2.1031
H 4.1226 3.0942 -2.4513
H 2.0275 0.7749 -0.3322
H 2.1808 -0.5502 -1.0608
H 2.8579 -2.1576 2.1566
H 4.2179 -2.6223 2.6510
O 0.0642 -0.7298 1.2163
O -0.1094 -1.3827 -3.9881
O 0.3246 3.0292 -1.4767
O 1.5294 2.6684 3.6492
O -2.5447 2.8379 -1.6595
O 1.2537 -3.4426 -1.7718
O -2.9788 -2.6974 -1.3642
O -1.7927 -0.0426 0.9246
O -2.1640 2.8091 3.9182
O -2.8837 -3.3490 2.6976
O 4.1498 2.1417 -2.3064
O 1.5448 0.1532 -0.8885
O 3.3220 -2.4364 2.9540

***

[3]
39
Properties=species:S:1:pos:R:3 method="wB97M-V/def2-TZVPD" total_energy_ev=-27037.1047 e_above_lowest_kj_mol=467.2 homo_lumo_gap_ev=9.643 e_homo_ev=-10.0066
H -1.0509 0.6360 0.2535
H 0.1944 0.0840 -0.4207
H 0.3873 -2.2274 -1.4281
H 0.4813 -1.6347 -2.8245
H -4.3586 -0.6498 2.6077
H -3.0729 -1.2126 3.1911
H 3.0016 -3.2098 -0.6636
H 4.0050 -2.2618 -0.0277
H 4.2969 2.3562 -0.6037
H 4.0262 0.8681 -0.4547
H 1.1573 3.8355 3.1611
H -0.1403 4.1957 2.4564
H -3.4052 3.2962 0.2043
H -4.8056 3.3488 -0.3839
H -1.8246 -1.1904 0.4801
H -2.1906 -0.4148 1.7349
H 2.1473 2.0393 -0.6599
H 1.1443 1.6415 -1.7302
H -0.2422 1.2762 -3.2238
H -0.8465 2.6292 -3.5621
H 3.2246 -1.3657 1.6013
H 3.1554 -0.7879 3.0054
H 1.7420 -4.0335 1.5751
H 0.8098 -3.9566 0.3771
H -3.5668 -3.5227 -1.4972
H -3.5505 -2.6168 -2.7175
O -0.7682 0.0535 -0.4605
O 0.0895 -1.4792 -1.9577
O -3.9891 -1.0179 3.4183
O 3.0599 -2.3813 -0.1745
O 4.6529 1.4918 -0.8383
O 0.7874 3.9970 2.2859
O -4.0772 3.9145 -0.1041
O -1.4814 -0.9381 1.3447
O 2.0100 2.0490 -1.6138
O -0.9222 1.8973 -2.9395
O 3.4857 -0.5966 2.1203
O 1.1861 -3.4189 1.0829
O -4.1233 -3.2113 -2.2200

***

[4]
39
Properties=species:S:1:pos:R:3 method="wB97M-V/def2-TZVPD" total_energy_ev=-27039.0000 e_above_lowest_kj_mol=284.3 homo_lumo_gap_ev=10.732 e_homo_ev=-11.0190
O 3.5837 -0.9221 1.1161
H 3.8858 -0.9574 2.0355
H 3.8760 -0.0511 0.8019
O 1.4261 1.9702 1.4453
H 0.7021 1.3375 1.6190
H 1.6144 2.4160 2.2653
O 1.2491 -2.2221 1.3460
H 0.4961 -1.9569 1.8585
H 2.0189 -1.6470 1.2065
O 0.5606 3.2849 -1.2001
H 0.6285 2.5364 -0.5822
H 0.4066 2.9485 -2.0831
O 3.1783 2.2937 -2.2375
H 2.8418 3.0525 -1.7599
H 3.4120 1.5839 -1.6565
O -0.3994 -0.0745 3.5012
H -0.4497 0.0977 2.5616
H -0.9359 0.4207 4.0951
O -3.3578 -0.2030 -1.0382
H -3.6667 0.5381 -0.4999
H -2.5883 0.1731 -1.5318
O -2.0249 2.2186 -1.7203
H -1.8252 2.0008 -0.7965
H -2.9576 2.4096 -1.7997
O -2.9632 -1.1090 3.3440
H -2.1097 -1.4444 3.5878
H -3.0902 -1.4217 2.4396
O -0.0952 -0.0265 0.1784
H -1.0362 -0.0888 0.3372
H 0.2241 -0.8762 -0.1297
O 1.1378 -1.2163 -3.7265
H 1.7858 -1.7517 -3.2646
H 1.1662 -0.3690 -3.2953
O -1.2057 -0.9082 -2.2421
H -1.0685 -0.0420 -2.6465
H -1.0027 -1.5350 -2.9321
O -1.0655 -3.7904 0.5968
H -1.9637 -3.5298 0.4644
H -0.3876 -3.1390 0.3426

***

[5]
39
Properties=species:S:1:pos:R:3 method="wB97M-V/def2-TZVPD" total_energy_ev=-27040.0692 e_above_lowest_kj_mol=181.2 homo_lumo_gap_ev=10.064 e_homo_ev=-10.3884
O 10.7077 8.1178 15.9289
H 10.0929 7.5494 15.4649
H 11.0061 8.7404 15.2659
O 15.3489 8.5496 19.2214
H 15.6396 7.9026 18.5787
H 14.6963 9.0732 18.7566
O 13.4397 12.4219 13.2287
H 12.8803 11.8460 13.7500
H 13.0869 12.3600 12.3411
O 11.9888 10.7829 17.1430
H 11.9156 10.5916 16.2080
H 12.3533 9.9838 17.5236
O 13.1328 12.5068 19.3954
H 13.4864 12.8610 20.2114
H 12.6141 11.7497 19.6674
O 9.5024 10.4423 18.2787
H 10.3409 10.6062 17.8470
H 9.4982 9.4996 18.4445
O 14.7373 9.3282 16.4414
H 15.3723 9.0389 15.7861
H 14.5296 10.2290 16.1929
O 11.3729 13.7407 17.7553
H 11.3475 12.8119 17.5251
H 11.8690 13.7717 18.5734
O 8.5992 11.3652 15.1660
H 8.0534 12.1514 15.1529
H 9.0340 11.3891 16.0184
O 12.1748 8.5682 19.0005
H 12.2223 9.1570 19.7537
H 12.7625 7.8461 19.2229
O 12.1289 10.0806 14.2458
H 11.3836 9.8181 13.7055
H 12.8503 9.5284 13.9441
O 14.4164 12.2050 17.0650
H 14.3362 12.6400 17.9138
H 13.6280 11.6666 16.9958
O 12.9500 6.5382 17.3546
H 12.5419 5.6762 17.2724
H 12.2404 7.1571 17.1819

***

[6]
39
Properties=species:S:1:pos:R:3 method="wB97M-V/def2-TZVPD" total_energy_ev=-27039.5287 e_above_lowest_kj_mol=233.3 homo_lumo_gap_ev=9.618 e_homo_ev=-10.3834
O 8.6010 4.1680 -16.3970
H 8.4540 5.1140 -16.2260
H 7.8730 3.5860 -16.0800
O 10.5300 2.0020 -17.3200
H 11.1710 1.2440 -17.1470
H 10.9920 2.7580 -16.9520
O 11.8490 3.9780 -16.1540
H 12.2540 4.4040 -15.4280
H 12.6020 4.0070 -16.8030
O 13.5760 -1.0760 -18.9430
H 13.1350 -0.7330 -18.1620
H 12.8720 -1.1870 -19.6170
O 12.4600 0.1420 -16.8240
H 12.9560 0.7760 -16.2400
H 12.4450 -0.6590 -16.4160
O 10.8300 -1.1600 -19.6990
H 10.9930 -0.3040 -20.0970
H 10.3590 -0.9720 -18.9010
O 11.3770 1.4800 -20.0170
H 12.2300 1.8140 -19.7990
H 10.8490 1.7980 -19.2770
O 8.6350 1.1280 -19.2370
H 9.1410 1.0080 -18.4250
H 7.7410 1.0350 -18.8720
O 9.0780 1.0540 -15.1980
H 8.1400 0.8530 -15.3350
H 9.3660 1.3820 -16.0130
O 8.3320 3.7780 -19.2320
H 8.4470 4.1380 -18.3850
H 8.3520 2.8140 -19.1310
O 10.5390 6.1050 -17.4430
H 10.6900 5.8900 -18.3280
H 10.9710 5.3770 -16.9870
O 9.5130 3.9690 -13.9130
H 9.9220 4.8370 -13.8630
H 9.2970 3.8200 -14.8560
O 11.8700 1.3070 -14.0840
H 10.9550 1.1400 -14.2520
H 11.9090 2.2480 -14.1080

***

[7]
39
Properties=species:S:1:pos:R:3 method="wB97M-V/def2-TZVPD" total_energy_ev=-27038.1992 e_above_lowest_kj_mol=361.6 homo_lumo_gap_ev=9.648 e_homo_ev=-10.5423
H -0.3516 0.6675 -0.2624
H 0.7409 -0.3748 -0.4358
H -2.4464 5.1637 -1.5426
H -1.0674 4.5248 -1.5438
H -0.0744 -2.2511 1.2264
H 0.9137 -1.7417 2.2629
H -2.6406 -4.8433 -2.1351
H -1.9815 -3.6236 -1.5122
H -2.5376 -0.4972 3.9873
H -3.2251 0.8185 3.6609
H -1.0375 -2.4218 -3.1072
H -0.1620 -1.5364 -2.2357
H 3.5242 -1.2482 3.4231
H 2.7994 0.0058 2.9623
H -0.8579 2.8554 1.0961
H -2.3260 3.2478 1.1217
H -2.0888 0.2289 -0.5038
H -2.9307 1.4812 -0.6853
H 3.1746 2.4935 -2.6648
H 3.5877 2.1151 -1.2519
H 4.4245 -2.7107 -1.8263
H 4.5845 -1.6199 -0.7800
H 2.2983 0.7194 0.8658
H 1.7936 1.9954 0.2122
H -1.9874 -2.8837 0.3851
H -2.5826 -1.8135 1.2852
O -0.1712 -0.1819 -0.6806
O -1.5344 5.3251 -1.8092
O -0.0300 -1.7956 2.0747
O -2.6052 -3.8823 -2.2000
O -2.5896 0.1852 3.3086
O -0.5407 -1.5959 -3.1200
O 3.6776 -0.3296 3.1749
O -1.5966 3.0730 0.5165
O -2.6236 0.6973 -1.1546
O 3.9516 2.3573 -2.1109
O 5.0835 -2.1324 -1.4260
O 1.8556 1.5519 1.0657
O -2.4208 -2.0232 0.3585

***

[8]
39
Properties=species:S:1:pos:R:3 method="wB97M-V/def2-TZVPD" total_energy_ev=-27035.5611 e_above_lowest_kj_mol=616.2 homo_lumo_gap_ev=8.932 e_homo_ev=-9.4193
H -0.9892 0.6006 -0.0251
H 0.2927 -0.1723 0.2383
H -0.7502 -2.5515 3.7479
H 0.5662 -2.8752 3.0604
H 3.5928 -2.6594 3.2951
H 3.2752 -2.4452 1.8242
H 3.5795 -0.5314 -0.8525
H 2.3517 -0.2431 -0.0043
H -3.7069 1.8019 1.1850
H -3.0986 0.8571 0.1616
H 3.0249 1.1449 -1.8440
H 2.0733 1.4548 -2.9879
H -0.7709 -0.1596 3.0544
H -1.3498 -0.2334 4.4577
H -3.5638 -1.4768 -1.0227
H -3.3975 -2.0990 -2.3994
H -1.8292 2.3000 -2.3835
H -2.9214 2.9005 -1.5137
H 2.0645 1.9727 1.5588
H 3.1253 2.6151 0.6801
H -0.0886 0.8652 -1.7470
H -0.2567 2.3445 -2.0525
H -0.0325 0.4436 -4.1677
H 0.6758 -0.5452 -3.2564
H -1.0577 -2.6630 1.2511
H -0.9129 -2.6997 -0.2614
O -0.0317 0.7055 0.0078
O -0.1435 -2.2232 3.0747
O 3.8025 -2.0880 2.5477
O 3.2870 -0.0252 -0.0862
O -3.7013 0.8771 0.9135
O 2.6130 0.7465 -2.6190
O -1.5014 0.1647 3.5931
O -3.7326 -1.3109 -1.9570
O -2.4787 3.0118 -2.3626
O 2.3322 2.8210 1.1876
O -0.5233 1.6630 -1.4253
O 0.5768 0.3991 -3.4222
O -0.3952 -2.6875 0.5515

***

[9]
39
Properties=species:S:1:pos:R:3 method="wB97M-V/def2-TZVPD" total_energy_ev=-27035.0078 e_above_lowest_kj_mol=669.5 homo_lumo_gap_ev=8.918 e_homo_ev=-9.6707
H 0.2688 -0.0471 0.3507
H -0.6586 0.8938 -0.4007
H -4.6556 -1.0888 0.6367
H -5.9487 -1.7978 0.2690
H 1.1246 1.4924 -0.6767
H 0.9909 0.9487 -2.0897
H 4.3742 -0.4544 0.6791
H 5.6263 -1.3137 0.7417
H 1.8705 3.1303 1.6959
H 1.2748 3.1964 0.2991
H -1.3137 1.2232 3.3813
H -0.1387 0.8111 4.2529
H -0.6718 -2.4340 0.5253
H -1.8021 -1.6721 -0.1470
H -4.0953 1.8730 -1.8389
H -2.5971 2.1270 -1.8667
H 0.0720 -2.8140 -2.6365
H 1.0152 -1.6599 -2.9342
H -2.6193 -3.2695 1.0803
H -3.8445 -4.1385 1.3123
H -2.5105 3.9159 -0.0755
H -1.1986 3.7240 -0.8185
H 4.0031 0.3664 -1.3229
H 5.1838 1.2550 -0.9672
H 3.0074 -2.3360 -0.4873
H 2.6285 -2.9698 0.8411
O -0.6540 0.0688 0.0977
O -5.5966 -1.1092 0.8442
O 0.8246 1.7363 -1.5596
O 5.1072 -0.6884 1.2597
O 1.7318 3.7329 0.9566
O -0.3654 1.3561 3.4909
O -0.8418 -1.6933 -0.0676
O -3.4343 2.4834 -2.1845
O 0.9881 -2.5342 -2.5294
O -3.0558 -4.0680 0.7627
O -1.6664 4.3469 -0.2510
O 4.5930 0.5909 -0.5944
O 2.9839 -3.1835 -0.0290

***

[10]
41
Properties=species:S:1:pos:R:3 method="wB97M-V/def2-TZVPD" total_energy_ev=-29102.0524 charge=-1 e_above_lowest_kj_mol=541.7 homo_lumo_gap_ev=8.868 e_homo_ev=-6.2271
O -1.1577 1.2786 -0.2603
H -1.0726 1.8465 0.5389
O 3.7237 2.1195 -0.0832
H -3.2198 -2.4866 -0.0320
H -0.7172 1.7593 4.6143
O 1.0561 1.4344 1.8569
H 0.1723 0.8815 3.6860
H -2.5737 1.8843 0.0135
O -3.3856 2.3735 0.0544
H -2.1586 0.4049 -1.1703
H -3.4569 2.6637 -0.7642
O 2.3453 -4.3225 -1.3679
H 0.0881 0.0416 -0.1644
H 3.5280 2.5519 -0.8867
O 0.6489 -2.7624 -2.8959
H 1.6622 -3.9901 -2.0086
H 0.5588 -2.0482 -2.2073
O -2.8296 0.1837 -1.8042
H -1.4577 1.9383 -3.0637
H -3.0090 1.1195 -2.0882
O -0.1273 1.1024 4.5953
H 1.9882 1.5451 1.7199
H 2.0245 -4.3203 -0.4224
O 5.0648 0.3035 0.7467
H 4.7858 1.1935 1.0172
H 0.7506 1.5268 0.8496
O 2.9233 -1.3932 0.8262
H 2.2759 -1.2170 0.2103
H 2.6003 -1.0114 1.5897
O 0.7487 -0.2787 -1.0020
H 0.0049 -2.8740 -3.5368
H -2.5031 -2.9002 1.1882
O -2.5482 -2.1049 0.7001
H -3.2162 -0.6553 1.6085
H 0.1419 -0.3358 -1.7623
O -2.0680 2.6226 -3.3481
H 4.6776 -0.2901 1.2885
H -1.9503 3.5333 -2.9507
O -3.5233 -1.1428 2.5577
H 3.6288 1.2177 -0.3238
H -4.4235 -1.3925 2.4809

***

[11]
44
Properties=species:S:1:pos:R:3 method="wB97M-V/def2-TZVPD" total_energy_ev=-41591.4533 homo_lumo_gap_ev=9.806 e_homo_ev=-10.1304
Ne 3.9294 0.1691 -0.9860
Xe 0.1211 0.0701 0.0520
O -2.1574 -0.9540 -2.2579
H -1.8359 -1.2406 -3.1127
H -2.1947 -1.7547 -1.7347
O 1.4134 -0.4174 -3.5836
H 1.8860 -1.0335 -3.0238
H 0.8053 -0.9636 -4.0817
O 2.8019 0.3962 2.9309
H 2.2713 0.1209 3.6785
H 3.6223 0.7012 3.3183
O -0.9166 3.4232 1.3675
H -0.0332 3.3814 1.7337
H -0.7906 3.3180 0.4245
O 1.5349 3.1057 2.4104
H 1.6094 3.5728 3.2426
H 1.8768 2.2309 2.5948
O -2.8833 -1.6928 2.0235
H -2.8072 -2.0693 1.1468
H -2.9813 -0.7525 1.8733
O 0.2627 -3.2617 -0.0142
H 0.6735 -3.1246 0.8395
H 0.0837 -4.2015 -0.0462
O 1.8704 1.9600 -2.3487
H 1.5852 1.1500 -2.7715
H 2.8264 1.9213 -2.3759
O -2.5326 1.3373 2.6436
H -3.1912 1.8566 3.1048
H -1.9196 1.9836 2.2932
O -0.4018 3.8378 -1.3908
H 0.2064 3.1079 -1.5069
H -1.0432 3.7298 -2.0932
O 1.6913 -2.4987 2.6795
H 1.0360 -3.0669 3.0843
H 1.4580 -1.6174 2.9714
O -2.5258 -3.1414 -0.4229
H -1.5883 -2.9481 -0.4201
H -2.5986 -3.9698 -0.8969
O -3.1914 1.9267 -1.8658
H -2.7186 2.1804 -2.6585
H -2.7329 1.1472 -1.5520
O 2.6164 -2.5248 -2.1086
H 3.1171 -2.9814 -1.4326
H 1.7453 -2.4132 -1.7278

***

[12]
42
Properties=species:S:1:pos:R:3 method="wB97M-V/def2-TZVPD" total_energy_ev=-29119.3979 e_above_lowest_kj_mol=217.5 homo_lumo_gap_ev=9.557 e_homo_ev=-9.8408
O -4.0156 1.7278 -0.9265
H -3.3908 1.0606 -1.2145
H -4.8432 1.2855 -0.8232
O 2.3319 -2.2370 0.4778
H 2.8957 -1.6797 0.9828
H 1.5207 -1.7336 0.4094
O 3.0719 2.3191 -0.5354
H 2.1834 2.2227 -0.1671
H 2.9548 3.1887 -0.9253
O -2.1272 -0.3595 1.8256
H -1.7946 0.2826 1.2594
H -2.8974 0.0260 2.1976
O 1.5375 -2.7938 -2.2690
H 1.3292 -3.6932 -2.0296
H 1.0477 -2.3132 -1.6195
O 0.9089 1.7329 0.8675
H 0.8251 1.2560 1.7354
H 0.2616 2.4660 0.8402
O -0.6929 -2.6159 2.0106
H -0.4598 -2.8864 2.8783
H -1.2514 -1.8036 1.9422
O 0.1621 1.4789 -2.4014
H 0.9706 0.9400 -2.2690
H -0.0146 1.5999 -3.3328
O -2.3225 -0.3550 -1.7130
H -2.3216 -0.5012 -2.6513
H -3.0739 -0.8892 -1.4023
O 0.8674 -0.0348 2.9499
H 0.4857 -0.8442 2.5940
H 1.6545 -0.4455 3.3067
O -1.8924 -2.7054 -0.5328
H -1.6705 -2.5114 -1.4743
H -1.3271 -2.0512 -0.0951
O 3.4215 -0.1311 1.3632
H 2.7906 0.5311 1.1236
H 3.2564 0.0163 2.3554
O 0.0332 -0.5275 -0.3089
H 0.2401 0.2864 0.0834
H -0.7667 -0.3203 -0.8683
O -0.0302 3.7924 -0.8158
H -0.0065 2.9179 -1.2277
H 0.1484 4.3019 -1.6003

***

Please write out number 6 again, unchanged.
39
Properties=species:S:1:pos:R:3 method="wB97M-V/def2-TZVPD" total_energy_ev=-27039.5287 e_above_lowest_kj_mol=233.3 homo_lumo_gap_ev=9.618 e_homo_ev=-10.3834
O 8.6010 4.1680 -16.3970
H 8.4540 5.1140 -16.2260
H 7.8730 3.5860 -16.0800
O 10.5300 2.0020 -17.3200
H 11.1710 1.2440 -17.1470
H 10.9920 2.7580 -16.9520
O 11.8490 3.9780 -16.1540
H 12.2540 4.4040 -15.4280
H 12.6020 4.0070 -16.8030
O 13.5760 -1.0760 -18.9430
H 13.1350 -0.7330 -18.1620
H 12.8720 -1.1870 -19.6170
O 12.4600 0.1420 -16.8240
H 12.9560 0.7760 -16.2400
H 12.4450 -0.6590 -16.4160
O 10.8300 -1.1600 -19.6990
H 10.9930 -0.3040 -20.0970
H 10.3590 -0.9720 -18.9010
O 11.3770 1.4800 -20.0170
H 12.2300 1.8140 -19.7990
H 10.8490 1.7980 -19.2770
O 8.6350 1.1280 -19.2370
H 9.1410 1.0080 -18.4250
H 7.7410 1.0350 -18.8720
O 9.0780 1.0540 -15.1980
H 8.1400 0.8530 -15.3350
H 9.3660 1.3820 -16.0130
O 8.3320 3.7780 -19.2320
H 8.4470 4.1380 -18.3850
H 8.3520 2.8140 -19.1310
O 10.5390 6.1050 -17.4430
H 10.6900 5.8900 -18.3280
H 10.9710 5.3770 -16.9870
O 9.5130 3.9690 -13.9130
H 9.9220 4.8370 -13.8630
H 9.2970 3.8200 -14.8560
O 11.8700 1.3070 -14.0840
H 10.9550 1.1400 -14.2520
H 11.9090 2.2480 -14.1080